1.
{
  "formula": "C30H54Al2BrF7O21S4",
  "method": "wB97M-V/def2-TZVPD",
  "elements": ["C", "C", "C", "F", "C", "O", "C", "C", "O", "C", "S", "C", "C", "O", "O", "C", "C", "C", "O", "C", "O", "C", "S", "H", "H", "H", "H", "H", "H", "H", "H", "H", "H", "H", "H", "H", "H", "H", "H", "H", "H", "H", "H", "H", "H", "H", "H", "H", "Al", "C", "C", "O", "C", "C", "H", "H", "H", "H", "H", "H", "H", "H", "H", "H", "Br", "C", "C", "C", "O", "C", "H", "H", "H", "H", "H", "H", "H", "H", "O", "S", "O", "O", "O", "Al", "C", "C", "O", "C", "O", "O", "H", "H", "H", "H", "C", "F", "F", "F", "S", "O", "O", "O", "C", "C", "O", "C", "O", "C", "F", "F", "F", "H", "H", "H", "H", "H", "H", "O", "H"],
  "positions_angstrom": [[-1.371, -3.296, 0.611], [-2.748, -3.418, 1.245], [-3.239, -2.180, 2.068], [-4.609, -2.229, 2.195], [-2.707, -1.920, 3.486], [-3.370, -0.904, 4.150], [-3.588, 0.328, 3.470], [-2.333, 0.972, 2.902], [-2.615, 2.152, 2.194], [-3.310, 2.011, 0.973], [-3.169, 3.598, 0.132], [-2.145, 3.253, -1.310], [-0.755, 2.784, -0.949], [-0.110, 3.233, -0.058], [-0.244, 1.788, -1.771], [-0.424, 0.509, -1.185], [0.132, -0.609, -2.048], [1.490, -0.337, -2.701], [-0.840, -1.101, -3.006], [-1.424, -0.182, -3.807], [-0.827, 0.682, -4.390], [-2.924, -0.332, -3.956], [-3.464, -2.068, -3.995], [-1.201, -4.039, -0.168], [-1.307, -2.293, 0.169], [-0.500, -3.508, 1.375], [-2.681, -4.238, 1.940], [-3.510, -3.536, 0.476], [-2.995, -1.339, 1.406], [-1.603, -1.803, 3.550], [-2.867, -2.823, 4.077], [-3.974, 1.006, 4.229], [-4.383, 0.247, 2.723], [-1.752, 0.303, 2.236], [-1.675, 1.281, 3.713], [-4.378, 1.847, 1.126], [-2.913, 1.196, 0.357], [-2.098, 4.219, -1.814], [-2.624, 2.565, -2.005], [-1.486, 0.290, -0.989], [0.101, 0.479, -0.226], [0.303, -1.440, -1.362], [1.651, 0.715, -2.903], [2.307, -0.775, -2.138], [1.444, -0.827, -3.673], [-3.433, 0.215, -3.164], [-3.161, 0.116, -4.915], [-3.670, -2.186, -5.308], [-2.327, -6.171, 3.608], [-2.106, -5.145, 8.454], [-1.468, -6.506, 8.229], [-0.452, -6.511, 7.242], [0.669, -5.670, 7.499], [1.421, -6.014, 8.771], [-2.480, -4.734, 7.513], [-2.939, -5.232, 9.152], [-1.399, -4.427, 8.869], [-2.224, -7.207, 7.872], [-1.088, -6.911, 9.172], [0.361, -4.617, 7.505], [1.326, -5.799, 6.644], [0.818, -5.840, 9.664], [2.317, -5.399, 8.851], [1.714, -7.064, 8.768], [-0.227, -4.392, 3.479], [2.907, 4.526, -5.199], [4.342, 4.357, -4.715], [4.222, 3.142, -3.811], [3.141, 2.348, -4.350], [2.446, 3.102, -5.345], [2.818, 5.095, -6.124], [2.301, 5.030, -4.417], [4.995, 4.142, -5.564], [4.738, 5.226, -4.194], [3.944, 3.423, -2.797], [5.137, 2.552, -3.760], [2.703, 2.691, -6.332], [1.374, 2.983, -5.196], [3.330, 0.778, 1.071], [2.594, -0.481, 1.087], [3.507, -1.546, 1.496], [1.985, -0.739, -0.224], [1.478, -0.428, 2.091], [0.147, -2.003, 1.996], [-0.368, 6.767, -6.512], [-1.012, 7.447, -7.702], [-0.023, 8.422, -8.065], [1.175, 8.004, -7.615], [2.223, 8.494, -7.894], [1.031, 6.935, -6.793], [-0.614, 5.710, -6.434], [-0.606, 7.262, -5.573], [-1.153, 6.769, -8.547], [-1.957, 7.923, -7.459], [-3.436, 10.785, -4.054], [-2.330, 11.479, -4.342], [-3.310, 10.302, -2.811], [-4.471, 11.629, -4.068], [-3.688, 9.424, -5.260], [-2.490, 8.615, -5.114], [-3.795, 10.095, -6.535], [-4.899, 8.776, -4.809], [5.303, -6.599, 1.400], [5.958, -6.660, 2.772], [5.346, -5.849, 3.768], [4.209, -6.320, 4.451], [4.255, -7.517, 4.927], [2.877, -6.153, 3.601], [2.911, -5.023, 2.875], [1.835, -6.061, 4.448], [2.618, -7.159, 2.767], [5.008, -5.577, 1.158], [6.008, -6.952, 0.646], [4.422, -7.233, 1.336], [6.965, -6.253, 2.679], [6.072, -7.689, 3.122], [4.061, -5.504, 5.209], [1.529, 3.842, -2.690], [1.319, 2.900, -2.844]],
  "fmax_ev_per_a": 6.31,
  "homo_lumo_gap_ev": 1.23
}

2.
{
  "formula": "C4H9BrOSi",
  "method": "wB97M-V/def2-TZVPD",
  "elements": ["C", "C", "C", "C", "O", "Si", "Br", "H", "H", "H", "H", "H", "H", "H", "H", "H"],
  "positions_angstrom": [[0.459, -1.038, -0.366], [-1.598, 0.342, -1.143], [-0.122, 0.935, 0.818], [-0.194, 0.287, -0.531], [-0.018, -2.027, -0.889], [2.167, -1.407, 0.570], [3.616, 0.070, -0.376], [-1.822, 1.482, -1.188], [-1.631, -0.077, -2.168], [-2.367, -0.150, -0.501], [0.521, 0.242, 1.426], [-1.143, 0.933, 1.300], [0.221, 2.003, 0.869], [0.407, 0.811, -1.187], [2.274, -2.854, 0.141], [2.183, -0.499, 2.332]],
  "fmax_ev_per_a": 3.43,
  "de_lowest_kcal_mol": 47.8,
  "homo_lumo_gap_ev": 9.02
}

3.
{
  "formula": "C29H73Cl8N3O9",
  "method": "wB97M-V/def2-TZVPD",
  "elements": ["C", "O", "C", "C", "N", "C", "C", "O", "C", "H", "H", "H", "H", "H", "H", "H", "H", "H", "H", "H", "H", "H", "H", "H", "C", "O", "C", "C", "N", "C", "C", "O", "C", "H", "H", "H", "H", "H", "H", "H", "H", "H", "H", "H", "H", "H", "H", "H", "C", "O", "C", "C", "N", "C", "C", "O", "C", "H", "H", "H", "H", "H", "H", "H", "H", "H", "H", "H", "H", "H", "H", "H", "Cl", "C", "C", "Cl", "H", "H", "H", "H", "Cl", "C", "C", "Cl", "H", "H", "H", "H", "Cl", "C", "C", "Cl", "H", "H", "H", "H", "Cl", "C", "C", "Cl", "H", "H", "H", "H", "C", "O", "H", "H", "H", "H", "C", "O", "H", "H", "H", "H", "C", "O", "H", "H", "H", "H"],
  "positions_angstrom": [[-6.046, 15.009, 4.099], [-5.577, 14.201, 3.017], [-4.659, 14.833, 2.221], [-4.366, 14.138, 0.859], [-4.150, 12.697, 1.162], [-3.897, 11.768, 0.015], [-3.731, 10.257, 0.406], [-2.696, 9.930, 1.327], [-2.650, 8.559, 1.626], [-5.920, 16.090, 4.047], [-5.620, 14.644, 5.033], [-7.098, 14.724, 4.116], [-3.762, 14.878, 2.840], [-4.991, 15.851, 2.020], [-3.490, 14.643, 0.450], [-5.161, 14.341, 0.142], [-4.943, 12.565, 1.772], [-3.001, 11.999, -0.559], [-4.668, 11.815, -0.754], [-3.463, 9.749, -0.520], [-4.702, 9.764, 0.461], [-2.302, 7.983, 0.769], [-3.475, 8.098, 2.170], [-1.803, 8.461, 2.305], [0.352, -4.449, -7.082], [1.538, -4.742, -6.351], [2.620, -3.809, -6.660], [2.462, -2.494, -5.785], [3.465, -1.476, -5.875], [4.804, -2.020, -5.553], [5.876, -0.978, -5.528], [5.942, -0.481, -6.869], [7.205, 0.048, -7.214], [-0.048, -3.448, -6.921], [-0.409, -5.194, -6.848], [0.470, -4.632, -8.150], [2.676, -3.611, -7.730], [3.631, -4.211, -6.587], [2.427, -2.805, -4.741], [1.425, -2.180, -5.900], [3.599, -1.175, -6.829], [5.044, -2.724, -6.350], [4.776, -2.413, -4.537], [6.773, -1.552, -5.295], [5.645, -0.146, -4.863], [7.306, 0.197, -8.289], [7.838, -0.794, -6.937], [7.522, 0.899, -6.610], [-0.282, 1.273, 2.182], [0.336, 0.002, 1.965], [1.058, -0.569, 3.009], [1.716, -1.948, 2.560], [0.828, -3.074, 2.616], [1.623, -4.293, 2.379], [1.875, -4.582, 0.823], [0.657, -5.016, 0.191], [0.744, -5.009, -1.198], [-0.530, 1.764, 1.241], [0.259, 1.946, 2.848], [-1.263, 0.991, 2.564], [0.355, -0.734, 3.824], [1.804, 0.135, 3.377], [2.674, -2.098, 3.057], [2.016, -1.961, 1.512], [0.197, -2.982, 1.832], [1.073, -5.056, 2.930], [2.507, -4.365, 3.012], [2.606, -5.375, 0.661], [2.162, -3.658, 0.321], [-0.137, -5.344, -1.744], [1.578, -5.488, -1.712], [0.809, -3.931, -1.347], [-5.995, -9.365, -1.400], [-5.180, -8.984, -2.936], [-5.019, -10.301, -3.608], [-4.112, -9.969, -5.092], [-4.310, -8.341, -2.798], [-5.782, -8.399, -3.631], [-5.964, -10.791, -3.842], [-4.464, -10.933, -2.914], [-0.744, 2.765, -2.588], [-0.221, 1.133, -2.120], [-1.408, 0.178, -2.010], [-2.234, -0.022, -3.627], [0.246, 1.374, -1.165], [0.513, 0.719, -2.813], [-2.202, 0.539, -1.357], [-1.272, -0.836, -1.633], [6.284, -6.004, -2.875], [6.793, -7.685, -3.386], [6.009, -7.949, -4.636], [6.694, -9.581, -5.138], [6.577, -8.379, -2.573], [7.873, -7.761, -3.509], [6.370, -7.198, -5.339], [4.949, -8.035, -4.396], [5.303, 0.697, 7.609], [6.028, 2.389, 7.335], [5.119, 3.247, 6.512], [3.573, 3.561, 7.371], [7.025, 2.314, 6.900], [6.108, 2.951, 8.266], [5.027, 2.763, 5.539], [5.582, 4.226, 6.393], [-5.738, 1.024, 6.478], [-6.283, 2.021, 7.298], [-4.870, 0.643, 7.017], [-6.446, 0.195, 6.479], [-5.422, 1.471, 5.536], [-7.228, 1.931, 7.150], [-2.335, -3.410, 7.377], [-1.379, -4.253, 6.729], [-3.177, -3.268, 6.699], [-2.656, -4.044, 8.203], [-1.729, -2.570, 7.716], [-0.966, -3.778, 6.005], [-2.685, -9.891, 2.397], [-1.309, -9.384, 2.627], [-2.679, -10.658, 1.622], [-3.166, -10.239, 3.311], [-3.313, -9.038, 2.140], [-1.223, -8.505, 2.252]],
  "fmax_ev_per_a": 2.18,
  "homo_lumo_gap_ev": 8.82
}

4.
{
  "formula": "C8H9NS",
  "method": "wB97M-V/def2-TZVPD",
  "elements": ["C", "C", "C", "N", "C", "C", "C", "C", "S", "C", "H", "H", "H", "H", "H", "H", "H", "H", "H"],
  "positions_angstrom": [[-0.124, -2.029, 0.946], [0.609, -0.947, 0.477], [1.834, -1.134, -0.304], [2.642, -0.204, -0.662], [2.321, 1.088, -0.399], [1.279, 1.417, 0.401], [0.209, 0.496, 0.709], [-0.939, 1.005, 1.015], [-2.908, 0.108, 0.526], [-2.479, 0.310, -1.213], [-0.898, -2.149, 1.569], [0.168, -3.072, 0.667], [2.276, -2.083, -0.287], [3.099, 1.741, -0.517], [1.157, 2.428, 0.546], [-1.252, 2.034, 1.115], [-1.849, 1.157, -1.105], [-3.274, 0.323, -1.894], [-1.871, -0.488, -1.590]],
  "fmax_ev_per_a": 5.63,
  "de_lowest_kcal_mol": 69.6,
  "homo_lumo_gap_ev": 7.44
}

Number 1: total energy -220564.5606 eV. Number 2: total energy -84260.0070 eV. Number 3: total energy -154324.4051 eV. Number 4: total energy -20762.6404 eV.